(A)
The following is a DFT calculation (wB97M-V/def2-TZVPD) of 2 unconnected molecules or ions with the total composition C3H11NS.

Values from the calculation:
molar mass = 93.19 g/mol
E_HOMO = -8.39 eV
orbital gap = 0.3450 Eh

Each line ends with the Mulliken charge.
CARTESIAN COORDINATES (ANGSTROEM)
C1 0.54 -0.30 4.32  -0.928
S1 0.42 -1.63 3.18  -0.076
C2 2.00 -2.38 3.82  -0.767
H1 -0.40 0.16 4.47  0.346
H2 0.92 0.43 3.65  0.285
H3 0.93 -0.46 5.25  0.325
H4 2.07 -2.12 4.88  0.228
H5 1.81 -3.39 3.53  0.294
H6 2.94 -1.87 3.53  0.293
C3 -1.15 1.38 -4.89  -0.569
N1 -2.17 1.78 -5.91  -0.585
H7 -0.07 1.35 -5.45  0.213
H8 -1.42 0.42 -4.65  0.289
H9 -1.20 2.06 -4.00  0.221
H10 -3.12 1.76 -5.58  0.213
H11 -2.10 2.80 -6.16  0.218

=====

(B)
The following is a DFT calculation (wB97M-V/def2-TZVPD) of 2 unconnected molecules or ions with the total composition C3H11NS.

Values from the calculation:
molar mass = 93.19 g/mol
E_HOMO = -8.46 eV
orbital gap = 0.3546 Eh

Each line ends with the Mulliken charge.
CARTESIAN COORDINATES (ANGSTROEM)
C1 3.01 -1.30 -1.51  -0.784
S1 4.06 -0.79 -0.11  -0.076
C2 3.37 -1.89 1.20  -0.745
H1 3.57 -1.12 -2.42  0.296
H2 2.81 -2.37 -1.49  0.265
H3 2.12 -0.70 -1.40  0.254
H4 4.15 -1.99 1.95  0.300
H5 3.23 -2.83 0.67  0.222
H6 2.40 -1.55 1.54  0.270
C3 -6.92 3.03 0.40  -0.624
N1 -6.59 1.58 0.22  -0.593
H7 -6.01 3.54 0.69  0.271
H8 -7.33 3.41 -0.54  0.244
H9 -7.68 3.21 1.16  0.247
H10 -5.86 1.44 -0.47  0.230
H11 -7.37 1.24 -0.34  0.226

=====

What should be chosen as the least stable of them? Choose (A).

=====

(A)
The following is a DFT calculation (wB97M-V/def2-TZVPD) of C2H2N2O4 in the gas phase.

Values from the calculation:
molar mass = 118.05 g/mol
E_HOMO = -10.70 eV
orbital gap = 0.3753 Eh

Each line ends with the Mulliken charge.
CARTESIAN COORDINATES (ANGSTROEM)
H1 -0.55 -1.78 1.36  0.362
N1 -1.40 -1.42 0.62  -0.565
C1 -0.82 -0.41 0.17  0.428
O1 -1.21 0.26 -1.13  -0.266
C2 -0.24 1.15 -1.38  0.627
O2 0.42 1.64 -2.49  -0.513
O3 0.57 1.32 -0.24  -0.156
N2 0.19 0.32 0.65  0.169
O4 1.22 -0.76 0.90  -0.449
H2 1.82 -0.33 1.54  0.363

=====

(B)
The following is a DFT calculation (wB97M-V/def2-TZVPD) of 2 unconnected molecules or ions with the total composition C2H2N2O4.

Values from the calculation:
molar mass = 118.05 g/mol
E_HOMO = -10.03 eV
orbital gap = 0.3789 Eh

Each line ends with the Mulliken charge.
CARTESIAN COORDINATES (ANGSTROEM)
C1 1.35 -1.31 0.19  -0.220
C2 -2.14 1.41 0.12  0.744
N1 1.95 -0.20 0.03  -0.200
N2 -0.06 -1.19 -0.16  0.984
O1 -1.15 1.96 0.13  -0.357
O2 -0.57 -0.86 0.87  -0.507
O3 -3.16 0.85 0.08  -0.389
O4 -0.61 -1.36 -1.19  -0.577
H1 2.86 0.06 0.48  0.260
H2 1.53 0.65 -0.54  0.261

=====

(C)
The following is a DFT calculation (wB97M-V/def2-TZVPD) of C2H2N2O4 in the gas phase.

Values from the calculation:
molar mass = 118.05 g/mol
E_HOMO (spin up / spin down) = -9.60 / -9.11 eV
orbital gap (spin up / spin down) = 0.3075 / 0.2905 Eh

Each line ends with the Mulliken charge.
CARTESIAN COORDINATES (ANGSTROEM)
O1 2.42 1.59 -0.99  -0.344
N1 1.29 1.60 -0.61  0.021
C1 0.51 0.56 -0.42  0.448
N2 0.83 -0.65 0.04  0.692
O2 1.90 -1.20 0.02  -0.544
O3 -0.37 -1.19 0.80  -0.346
C2 -1.50 -0.40 0.45  0.011
O4 -0.88 0.68 -0.36  -0.367
H1 -2.14 -0.82 -0.38  0.216
H2 -2.06 -0.17 1.46  0.213

=====

What should be chosen as the least stable of them? Choose (C).

=====

(A)
The following is a DFT calculation (wB97M-V/def2-TZVPD) of C2H2N2O4 in the gas phase.

Values from the calculation:
molar mass = 118.05 g/mol
E_HOMO = -10.92 eV
orbital gap = 0.4150 Eh

Each line ends with the Mulliken charge.
CARTESIAN COORDINATES (ANGSTROEM)
H1 -2.92 0.27 0.00  0.272
N1 -2.13 0.40 -0.61  -0.567
C1 -0.99 0.03 -0.14  0.557
O1 -0.56 -0.20 1.10  -0.249
C2 0.74 -0.51 0.97  0.634
O2 1.42 -0.65 1.93  -0.448
O3 1.23 -0.75 -0.38  -0.304
N2 0.03 0.06 -1.17  0.033
O4 0.29 1.35 -1.42  -0.344
H2 0.11 1.34 -2.41  0.415

=====

(B)
The following is a DFT calculation (wB97M-V/def2-TZVPD) of C2H2N2O4 in the gas phase.

Values from the calculation:
molar mass = 118.05 g/mol
E_HOMO = -10.49 eV
orbital gap = 0.3675 Eh

Each line ends with the Mulliken charge.
CARTESIAN COORDINATES (ANGSTROEM)
O1 0.48 1.19 2.06  -0.550
C1 0.26 0.74 0.88  0.425
N1 -0.63 1.23 -0.08  -0.497
C2 -0.64 0.23 -1.03  0.682
O2 -1.59 -0.26 -1.76  -0.441
O3 0.29 -0.76 -0.94  -0.292
N2 1.20 -0.08 0.19  0.199
O4 1.87 -1.05 0.69  -0.283
H1 -2.53 -0.06 -1.53  0.380
H2 1.29 -1.17 1.52  0.377

=====

What should be chosen as the least stable of them? Choose (B).

=====

(A)
The following is a DFT calculation (wB97M-V/def2-TZVPD) of C4H6N2 in the gas phase.

Values from the calculation:
molar mass = 82.11 g/mol
E_HOMO = -8.15 eV
orbital gap = 0.3338 Eh

Each line ends with the Mulliken charge.
CARTESIAN COORDINATES (ANGSTROEM)
N1 0.99 1.03 0.42  0.047
C1 1.55 0.06 -0.08  -0.375
C2 0.72 -1.11 -0.56  -0.311
C3 -0.74 -1.06 -0.16  -0.036
C4 0.47 2.10 0.88  -0.417
N2 -1.66 -1.12 -1.04  -0.602
H1 0.79 -1.13 -1.65  0.245
H2 1.18 -2.03 -0.19  0.308
H3 -0.93 -0.95 0.91  0.366
H4 0.19 2.89 0.19  0.257
H5 0.32 2.21 1.95  0.259
H6 -2.57 -1.06 -0.59  0.260

=====

(B)
The following is a DFT calculation (wB97M-V/def2-TZVPD) of C4H6N2 in the gas phase.

Values from the calculation:
molar mass = 82.11 g/mol
E_HOMO = -9.01 eV
orbital gap = 0.3467 Eh

Each line ends with the Mulliken charge.
CARTESIAN COORDINATES (ANGSTROEM)
C1 -1.67 -0.34 0.27  -1.110
C2 -0.22 -0.02 0.04  0.690
C3 0.50 1.24 0.13  -0.317
N1 1.77 1.14 -0.09  -0.522
N2 2.04 -0.24 -0.29  -0.204
C4 0.75 -0.78 -0.52  -0.506
H1 -2.25 -0.23 -0.65  0.267
H2 -1.79 -1.38 0.61  0.307
H3 -2.13 0.29 1.04  0.326
H4 0.05 2.22 0.24  0.436
H5 2.30 -0.54 0.67  0.341
H6 0.65 -1.36 -1.43  0.293

=====

(C)
The following is a DFT calculation (wB97M-V/def2-TZVPD) of C4H6N2 in the gas phase.

Values from the calculation:
molar mass = 82.11 g/mol
E_HOMO = -8.84 eV
orbital gap = 0.3345 Eh

Each line ends with the Mulliken charge.
CARTESIAN COORDINATES (ANGSTROEM)
C1 1.56 -0.60 0.73  -0.361
C2 1.30 -0.30 -0.65  0.546
C3 -0.62 0.40 -0.33  -0.813
C4 -0.76 -0.12 1.06  -0.273
N1 0.56 -0.48 1.56  -0.537
N2 1.91 -0.26 -1.73  -0.650
H1 2.42 -1.02 1.06  0.516
H2 -0.47 1.38 -0.61  0.427
H3 -1.31 -0.15 -0.93  0.309
H4 -1.33 0.55 1.67  0.276
H5 -1.24 -1.05 1.33  0.270
H6 1.29 -0.16 -2.53  0.291

=====

(D)
The following is a DFT calculation (wB97M-V/def2-TZVPD) of C4H6N2 in the gas phase.

Values from the calculation:
molar mass = 82.11 g/mol
E_HOMO = -9.75 eV
orbital gap = 0.3770 Eh

Each line ends with the Mulliken charge.
CARTESIAN COORDINATES (ANGSTROEM)
C1 0.71 -1.03 0.69  -1.216
C2 -0.18 0.18 0.73  0.138
N1 0.25 1.49 0.21  -0.618
C3 -0.84 0.81 -0.46  0.182
C4 -0.60 0.36 -1.83  -0.050
N2 -0.64 -0.65 -2.37  -0.390
H1 1.22 -1.12 -0.27  0.331
H2 1.46 -0.99 1.49  0.334
H3 0.12 -1.94 0.84  0.296
H4 -0.74 0.30 1.67  0.333
H5 1.09 1.37 -0.35  0.294
H6 -1.84 1.22 -0.37  0.366

=====

What should be chosen as the least stable of them? Choose (C).